Density functional theory data (ωB97M-V with the def2-TZVPD basis set) for the molecule C6H13N at a distorted geometry.

Spin multiplicity: 1
E (eV): -7920.159
SMILES string: CCN1CCCC1
Relative energy (zero: lowest compared OMol25 entry of this formula, charge and spin) (kcal per mole): 61.67
HOMO (eV): -7.651

Cartesian coordinates (Å):
C1 -2.66 0.70 0.26
C2 -1.52 -0.18 0.83
N1 -0.24 -0.01 0.02
C3 0.64 -1.20 0.25
C4 1.55 -1.01 -0.88
C5 2.13 0.32 -0.50
C6 0.79 1.09 -0.34
H1 -3.39 0.69 1.12
H2 -2.16 1.68 -0.15
H3 -3.26 0.18 -0.47
H4 -1.75 -1.24 0.75
H5 -1.27 -0.02 1.87
H6 1.31 -1.06 1.12
H7 0.04 -2.01 0.53
H8 2.20 -1.93 -0.97
H9 1.00 -0.88 -1.79
H10 2.55 0.36 0.51
H11 2.74 0.85 -1.40
H12 0.78 1.86 0.44
H13 0.53 1.83 -1.20

Atom charges from the Löwdin analysis, given in e for atoms 1 to 4: number 1, C, carries -0.091; number 2, C, carries -0.233; number 3, N, carries -0.152; number 4, C, carries -0.232


Density functional theory data (ωB97M-V with the def2-TZVPD basis set) for the molecule C6H13N at a distorted geometry.

Spin multiplicity: 1
E (eV): -7922.122
SMILES string: CCCC/C=C/N
Relative energy (zero: lowest compared OMol25 entry of this formula, charge and spin) (kcal per mole): 16.40
HOMO (eV): -8.787

Cartesian coordinates (Å):
C1 1.29 -0.40 -2.08
C2 -0.01 -1.10 -1.62
C3 0.04 -1.64 -0.17
C4 0.36 -0.56 0.86
C5 -0.67 0.51 1.04
C6 -0.41 1.62 1.72
N1 -1.30 2.72 1.93
H1 2.09 -0.57 -1.36
H2 1.59 -0.84 -3.03
H3 1.13 0.66 -2.25
H4 -0.87 -0.43 -1.65
H5 -0.23 -1.91 -2.31
H6 0.84 -2.39 -0.15
H7 -0.92 -2.09 0.07
H8 0.63 -1.07 1.78
H9 1.32 -0.11 0.58
H10 -1.65 0.40 0.58
H11 0.56 1.78 2.15
H12 -1.86 2.59 2.76
H13 -1.93 2.83 1.15

Atom charges from the Löwdin analysis, given in e for atoms 1 to 4: number 1, C, carries -0.098; number 2, C, carries -0.252; number 3, C, carries -0.227; number 4, C, carries -0.232


Density functional theory data (ωB97M-V with the def2-TZVPD basis set) for the molecule C6H13N at a distorted geometry.

Spin multiplicity: 1
E (eV): -7921.376
SMILES string: CCC(=CN)CC
Relative energy (zero: lowest compared OMol25 entry of this formula, charge and spin) (kcal per mole): 33.60
HOMO (eV): -8.214

Cartesian coordinates (Å):
C1 -1.01 -1.85 1.09
C2 -1.24 -0.44 0.77
C3 -0.04 0.26 0.12
C4 0.14 0.11 -1.20
N1 -0.65 -0.82 -2.08
C5 0.90 1.07 1.00
C6 2.00 1.79 0.26
H1 -0.85 -2.53 0.25
H2 -1.82 -2.45 1.53
H3 -0.16 -1.90 1.76
H4 -1.60 -0.02 1.74
H5 -2.33 -0.31 0.23
H6 0.99 0.56 -1.66
H7 -0.61 -0.50 -3.03
H8 -1.65 -0.95 -1.87
H9 1.29 0.49 1.87
H10 0.28 2.00 1.47
H11 2.48 1.04 -0.39
H12 1.49 2.34 -0.54
H13 2.60 2.35 0.97

Atom charges from the Löwdin analysis, given in e for atoms 1 to 4: number 1, C, carries -0.157; number 2, C, carries -0.270; number 3, C, carries -0.272; number 4, C, carries -0.115